# 1
Molecular formula: C34H41F6NO4PS
Method: DFT, the ωB97M-V functional and the def2-TZVPD basis

Element x y z (Å)
C 0.37 4.70 4.91
O -0.40 5.44 3.98
C -0.16 5.05 2.63
C -0.75 6.05 1.67
C -1.09 5.41 0.30
C -2.60 5.46 -0.05
C -3.30 4.08 0.03
C -4.50 4.10 0.98
C -4.05 4.22 2.45
C -4.71 3.18 3.36
C -3.98 1.83 3.27
C -2.57 1.88 3.83
C -1.83 0.52 3.82
C -1.91 -0.09 2.43
C -0.97 -1.25 2.19
C -1.29 -2.51 2.69
C -0.47 -3.60 2.45
C 0.69 -3.44 1.70
C 1.02 -2.18 1.21
C 0.21 -1.07 1.45
P 0.85 0.57 0.76
O 0.08 0.73 -0.64
O 0.22 1.72 1.79
S 2.51 -2.05 0.24
C 2.37 -3.60 -0.66
C 1.88 -4.71 0.05
C 1.74 -5.94 -0.58
C 2.07 -6.07 -1.92
C 1.87 -7.41 -2.58
C 2.58 -4.98 -2.62
C 2.72 -3.73 -2.01
C 3.26 -2.58 -2.84
F 4.60 -2.46 -2.61
F 2.66 -1.43 -2.52
C 3.09 -2.76 -4.35
C 1.98 -2.20 -4.96
C 1.78 -2.30 -6.34
C 2.73 -2.97 -7.10
C 3.83 -3.55 -6.48
C 4.81 -4.29 -7.35
F 5.02 -3.68 -8.52
F 5.99 -4.46 -6.76
F 4.34 -5.52 -7.65
C 4.03 -3.45 -5.11
N 1.53 -4.57 1.42
F 0.82 -5.72 1.79
H -0.28 4.11 5.56
H 1.06 4.02 4.42
H 0.95 5.37 5.54
H 0.93 5.01 2.47
H -0.53 4.03 2.45
H -0.05 6.88 1.56
H -1.66 6.48 2.09
H -0.55 5.97 -0.45
H -0.71 4.39 0.31
H -2.67 5.87 -1.06
H -3.10 6.16 0.61
H -2.58 3.35 0.40
H -3.60 3.79 -0.98
H -5.16 3.25 0.80
H -5.07 4.99 0.71
H -4.34 5.21 2.82
H -2.96 4.17 2.49
H -4.80 3.51 4.40
H -5.70 3.00 2.95
H -4.00 1.57 2.21
H -4.55 1.05 3.78
H -2.66 2.21 4.87
H -1.95 2.59 3.30
H -0.80 0.77 4.09
H -2.26 -0.11 4.59
H -2.93 -0.48 2.30
H -1.79 0.65 1.65
H -2.19 -2.65 3.26
H -0.77 -4.56 2.83
H 0.84 0.87 -1.27
H 0.59 1.59 2.67
H 1.36 -6.80 -0.06
H 2.27 -8.18 -1.92
H 0.82 -7.65 -2.74
H 2.43 -7.48 -3.51
H 2.82 -5.13 -3.66
H 1.23 -1.67 -4.39
H 0.92 -1.83 -6.78
H 2.60 -3.03 -8.17
H 4.90 -3.89 -4.63
O 3.09 1.38 -1.44
H 3.77 0.87 -1.88

Calculated values
* E_HOMO: -0.10920 Ha
* LUMO: 2.4 eV
* total charge: -1
* gap between HOMO and LUMO: 5.3479 eV

Löwdin atomic charge list, values in e, 5 entries: -0.12, -0.19, -0.25, -0.17, -0.17

***

# 2
Molecular formula: C2H5Cl2O4P2S2
Method: DFT, the ωB97M-V functional and the def2-TZVPD basis

Element x y z (Å)
C -0.12 1.30 0.82
C -0.14 0.61 -0.58
O -2.54 -0.65 -0.27
O 0.22 -3.06 0.23
O -1.14 2.28 0.84
O 0.02 -0.85 -0.44
P -3.30 0.61 -0.25
P -0.98 -2.07 -0.06
S -4.36 1.11 -1.78
S -2.08 -3.10 -1.34
Cl -4.48 0.49 1.48
Cl -1.34 -1.97 1.90
H 0.98 1.61 0.86
H -0.31 0.74 1.72
H 0.82 0.96 -0.96
H -1.07 0.75 -1.07
H 0.86 -2.67 -0.32

Calculated values
* E_HOMO (alpha / beta): -0.17982 / -0.17952 Ha
* LUMO (alpha / beta): 1.1 / 1.1 eV
* total charge: -1
* gap between HOMO and LUMO (alpha / beta): 5.9675 / 5.9571 eV

Löwdin atomic charge list, values in e, 5 entries: -0.38, -0.17, -0.72, -0.34, -0.29

***

# 3
Molecular formula: C14H30F2N8O22
Method: DFT, the ωB97M-V functional and the def2-TZVPD basis

Element x y z (Å)
C -2.93 -5.01 2.49
C -3.35 -3.54 2.35
O -2.69 -3.07 1.20
C -2.01 -3.99 0.58
O -1.33 -3.88 -0.45
O -2.17 -5.22 1.26
F -2.87 -2.90 3.37
H -3.69 -5.74 2.75
H -2.22 -5.08 3.31
H -4.40 -3.25 2.21
C 3.52 0.21 0.57
C 4.68 0.41 1.53
O 5.03 -0.84 1.76
C 3.98 -1.65 1.68
O 3.92 -2.81 2.10
O 3.06 -1.09 0.94
F 4.45 1.02 2.71
H 3.87 0.14 -0.46
H 2.83 1.05 0.62
H 5.57 0.90 1.15
C 4.49 1.35 -3.53
N 5.04 0.36 -4.48
O 6.00 0.74 -5.20
O 4.57 -0.75 -4.45
H 5.36 1.58 -2.91
H 3.68 0.83 -3.02
H 4.15 2.21 -4.10
C 0.61 -1.23 4.46
N 0.22 -1.88 3.20
O 0.48 -3.07 3.12
O -0.08 -1.14 2.22
H 0.72 -0.17 4.20
H 1.49 -1.63 4.96
H -0.33 -1.25 5.01
C 2.67 5.22 -0.30
N 2.07 4.18 -1.09
O 1.50 4.42 -2.14
O 2.19 3.02 -0.69
H 2.10 6.14 -0.47
H 3.70 5.45 -0.57
H 2.62 4.90 0.74
C -0.25 -0.68 -0.65
N 0.40 0.24 -1.76
O -0.43 0.69 -2.50
O 1.60 0.34 -1.88
H -0.97 -1.43 -0.96
H -0.71 0.02 0.05
H 0.60 -1.15 -0.17
C -3.31 -2.40 -3.09
N -4.09 -1.48 -2.26
O -3.74 -0.31 -2.24
O -4.94 -2.01 -1.55
H -2.92 -1.81 -3.92
H -3.88 -3.26 -3.44
H -2.45 -2.78 -2.53
C -2.22 1.30 -5.20
N -0.98 1.73 -5.91
O -0.18 0.93 -6.30
O -0.98 2.90 -6.31
H -2.58 0.43 -5.75
H -2.91 2.13 -5.39
H -2.17 1.08 -4.13
C -4.59 -0.34 3.20
N -3.62 0.65 2.77
O -3.38 1.64 3.49
O -2.99 0.52 1.76
H -5.63 0.01 3.20
H -4.36 -0.35 4.27
H -4.48 -1.27 2.65
C 0.01 2.40 3.09
N -0.07 3.35 1.93
O -0.44 2.88 0.86
O 0.36 4.43 2.08
H 1.04 2.13 3.32
H -0.70 1.65 2.72
H -0.54 2.85 3.91

Calculated values
* E_HOMO (alpha / beta): -0.47882 / -0.47861 Ha
* expectation value of S²: 0.760
* LUMO (alpha / beta): -5.8 / -9.8 eV
* total charge: +1
* multiplicity: 2
* gap between HOMO and LUMO (alpha / beta): 7.1939 / 3.2067 eV

Löwdin atomic charge list, values in e, 5 entries: -0.01, -0.35, 0.13, -0.48, 0.11